Record 1
Density functional theory data (the ωB97M-V functional and the def2-TZVPD basis) for C2H8N2S as an isolated structure in a non-equilibrium geometry.

Its total charge is 0. The energy above the lowest of the compared OMol25 structures with the same formula, charge and spin is 1.9294 eV. The value obtained for the gap between HOMO and LUMO is 7.775 eV. The calculation puts the LUMO energy at -0.091 eV. The highest occupied orbital energy comes out at -7.87 eV.

Each line ends with the natural charge from an NBO analysis.
CARTESIAN COORDINATES (ANGSTROEM)
S: -0.1109 -1.1568 2.1265  -0.247
N: 1.4174 -0.2352 -0.1224  -0.661
N: 0.8103 0.8814 -2.1033  -0.912
C: -1.6981 -0.1611 1.9676  -0.716
C: 1.0789 -0.2759 -1.3663  0.341
H: -2.5655 -0.8202 1.9083  0.206
H: -0.1264 1.0202 -2.4167  0.398
H: -1.8649 0.6425 2.6756  0.208
H: 0.8258 -1.2623 -1.7574  0.163
H: 1.8533 0.6395 0.1543  0.379
H: 1.5443 1.1239 -2.7480  0.393
H: 0.4893 -0.5704 0.7616  0.251
H: -1.6534 0.1746 0.9203  0.196


Record 2
Density functional theory data (the ωB97M-V functional and the def2-TZVPD basis) for a 3-piece molecular cluster, C3H14N2O overall in a non-equilibrium geometry.

Its total charge is +2. The energy above the lowest of the compared OMol25 structures with the same formula, charge and spin is 2.5836 eV. The value obtained for the gap between HOMO and LUMO is 11.787 eV. The calculation puts the LUMO energy at -8.349 eV. The highest occupied orbital energy comes out at -20.14 eV.

Each line ends with the natural charge from an NBO analysis.
CARTESIAN COORDINATES (ANGSTROEM)
O: 1.7644 2.2038 2.2601  -0.941
N: -0.7578 -2.8082 -2.1024  -0.826
N: -0.2083 1.0940 1.4257  -0.708
C: -0.0325 0.7706 -0.0264  -0.247
C: -1.0269 -0.4630 -0.4238  -0.487
C: -0.0746 -0.9350 -1.5171  0.034
H: 0.0560 -0.2844 -2.3124  0.229
H: -1.1603 1.6266 1.3564  0.453
H: -1.5193 -2.4790 -2.6546  0.417
H: -2.0676 -0.0224 -0.7685  0.276
H: -0.1482 -3.3137 -2.7527  0.432
H: -0.1942 1.6194 -0.7241  0.259
H: -1.0396 -3.5073 -1.4831  0.423
H: 0.6258 1.6581 1.8467  0.469
H: -0.3249 0.1860 1.9069  0.430
H: -1.2522 -1.1334 0.3618  0.246
H: 2.3241 1.5884 2.8418  0.531
H: 0.8094 -1.4114 -1.2024  0.224
H: 1.0723 0.5738 -0.1769  0.241
H: 2.2691 3.0330 2.2216  0.546


Record 3
Density functional theory data (the ωB97M-V functional and the def2-TZVPD basis) for a 2-piece molecular cluster, C5H9NO2 overall in a non-equilibrium geometry.

Its total charge is 0. The energy above the lowest of the compared OMol25 structures with the same formula, charge and spin is 2.6197 eV. The value obtained for the gap between HOMO and LUMO is 9.147 eV. The calculation puts the LUMO energy at 0.495 eV. The SMILES is CC(C)=CO.N=C=O. The highest occupied orbital energy comes out at -8.65 eV.

Each line ends with the natural charge from an NBO analysis.
CARTESIAN COORDINATES (ANGSTROEM)
O: -2.5848 -0.0850 0.8230  -0.543
O: -0.0610 -2.1993 1.1207  -0.670
N: -2.0476 0.7404 -1.2619  -0.763
C: -2.0276 0.2113 -0.1726  0.832
C: 0.8422 -0.4098 -1.1475  -0.619
C: 0.8434 1.2903 0.6903  -0.629
C: 0.3197 0.0245 0.1840  -0.173
C: 0.0342 -0.8194 1.1932  0.227
H: 0.3130 1.8540 1.4311  0.227
H: -1.3407 0.9503 -1.9259  0.399
H: 1.1698 1.9555 -0.0443  0.210
H: -0.1696 -0.4750 2.1767  0.190
H: 0.9939 -1.4759 -1.1170  0.202
H: 1.8003 0.0151 -1.2910  0.219
H: 0.2181 -0.0835 -1.9671  0.204
H: 1.7783 0.9866 1.0910  0.212
H: -0.0818 -2.4799 0.2172  0.475


Record 4
Density functional theory data (the ωB97M-V functional and the def2-TZVPD basis) for C27H47Cl2N4O6PtSi as an isolated structure in a non-equilibrium geometry.

Its total charge is -1. The value obtained for the gap between HOMO and LUMO (spin up / spin down) is 3.719 / 6.586 eV. The calculation puts the LUMO energy (spin up / spin down) at 2.258 / 2.243 eV. Its spin multiplicity is 3. The highest occupied orbital energy (spin up / spin down) comes out at -1.46 / -4.34 eV.

Each line ends with the Mulliken spin population.
CARTESIAN COORDINATES (ANGSTROEM)
Pt: 1.9497 -3.0443 1.3466  1.336
Cl: 0.0304 -5.3390 -2.8082  0.000
Cl: 3.5505 -3.7984 2.7961  0.170
Si: 1.3029 -4.7590 -4.3167  -0.001
O: -1.5059 -0.8539 -3.1183  0.000
O: 1.6858 -4.8024 0.6703  0.152
O: 3.5613 -2.6705 -0.8275  0.046
O: 3.2230 0.0437 0.9759  0.006
O: 0.3847 -1.9150 4.0101  -0.004
O: 0.7218 -2.3147 -0.2150  0.003
N: -3.5643 -1.6511 -2.5196  -0.005
N: 1.9188 -1.2805 2.3787  0.126
N: 0.0433 -0.1258 -0.4442  0.034
N: 5.3189 -1.3082 -1.3283  -0.001
C: -0.7287 -5.7910 1.2250  -0.019
C: 5.2073 -7.1980 -0.2910  -0.005
C: 0.8789 0.0860 -1.6263  0.011
C: 4.2319 -6.5859 0.5002  -0.008
C: 2.9632 -4.7265 -3.3592  -0.001
C: 2.5511 0.8318 3.1994  0.010
C: 1.8250 -6.1300 1.1253  -0.033
C: 1.2203 -1.1398 3.5791  -0.002
C: 6.6543 -0.8430 -0.9866  0.000
C: 3.4925 -8.0437 -1.7485  -0.005
C: 1.6784 0.1551 4.2291  0.009
C: 0.7464 -2.9675 -4.5459  -0.001
C: 0.0022 -1.3174 0.1372  0.165
C: -4.7824 -1.4347 -1.7449  0.003
C: 2.6487 -0.1568 2.0445  -0.046
C: 4.6704 -0.7664 -2.5216  0.000
C: -1.1626 -8.6529 0.4813  0.001
C: 1.4263 -6.0156 -5.7017  0.000
C: -3.2549 -2.9998 -2.9652  0.000
C: 4.8355 -8.0107 -1.3706  0.008
C: 2.5251 -7.3782 -0.9905  0.016
C: 0.1673 -8.0276 0.7218  -0.004
C: -2.6232 -0.6849 -2.6192  0.006
C: 4.6794 -2.1967 -0.5432  -0.021
C: 0.4019 -6.7368 1.0226  -0.002
C: 2.8785 -6.7602 0.2080  0.024
C: -0.5693 1.0343 0.2067  0.001
H: 0.4753 -0.4850 -2.4735  -0.002
H: -5.0109 -0.3589 -1.7377  0.000
H: 0.8220 1.1453 -1.8904  -0.002
H: 0.9551 -2.4605 -3.5858  0.002
H: 2.4885 -6.2535 -5.8939  0.000
H: -4.2130 -3.5015 -3.1232  0.000
H: 2.2330 -0.0583 5.1490  -0.002
H: 2.1191 1.7747 2.8405  -0.004
H: -5.5960 -2.0050 -2.2112  0.000
H: -0.6938 -1.4045 0.9852  -0.005
H: 3.5946 -3.8661 -3.6427  0.000
H: 2.7718 -4.5862 -2.2730  -0.003
H: 1.3282 -2.4341 -5.3057  0.000
H: 1.4818 -7.3608 -1.3190  0.002
H: 0.1271 1.4847 0.9339  0.003
H: 1.9240 -0.1815 -1.4184  0.005
H: -1.7549 -8.8609 1.3842  0.000
H: -2.6764 -3.5689 -2.2210  0.001
H: 7.3628 -1.6885 -0.9923  0.000
H: -4.6830 -1.7757 -0.6998  0.000
H: 4.1639 -1.5608 -3.0882  0.000
H: 0.9768 -8.7605 0.7366  0.001
H: 4.4675 -5.9574 1.3610  0.012
H: 5.2231 -2.4629 0.3958  -0.001
H: -0.3245 -2.7965 -4.7434  0.000
H: 6.9426 -0.0905 -1.7298  0.000
H: 3.9282 0.0030 -2.2597  0.000
H: 5.5799 -8.5914 -1.9182  0.001
H: -2.6659 -2.9433 -3.8860  0.000
H: 2.1837 -6.1576 2.1727  0.006
H: 3.5460 1.0625 3.5953  0.001
H: 3.5192 -5.6678 -3.5049  0.000
H: 3.1637 -8.6264 -2.6082  0.000
H: -0.4683 -4.7692 0.9529  0.016
H: -0.9811 -9.6062 -0.0275  0.000
H: 5.4586 -0.3011 -3.1233  0.000
H: -1.0066 -5.7652 2.2844  0.003
H: 6.6638 -0.4078 0.0253  0.000
H: 6.2571 -7.0422 -0.0359  0.000
H: -0.8052 1.7895 -0.5532  -0.001
H: -1.6073 -6.0880 0.6495  -0.001
H: 0.8217 0.7606 4.5234  -0.002
H: -1.8096 -8.0689 -0.1839  0.000
H: 0.8989 -6.9538 -5.4562  0.000
H: -1.4799 0.7244 0.7390  0.003
H: -2.9729 0.2930 -2.2236  0.000
H: 1.0352 -5.6198 -6.6533  0.000